Record 1
DFT (wB97M-V/def2-TZVPD) results for a 2-piece molecular cluster, C27H51BO9P overall.

The geometry in XYZ format:
```
89
Properties=species:S:1:pos:R:3:forces:R:3
C 7.801874 0.124287 2.971785 -0.7 1.3 -0.7
C 6.458650 0.227359 3.807772 1.0 -0.2 0.9
O 5.519385 -0.801958 3.532602 0.3 0.8 -0.4
C 4.953946 -0.663452 2.180540 -0.2 0.1 0.8
C 3.394720 -0.677531 2.313024 0.1 -0.3 -0.7
C 2.639885 -1.052830 0.946323 0.5 -2.1 -0.2
C 1.765720 -2.292788 1.389259 -1.9 0.7 0.7
O 3.493696 -1.643492 -0.045321 0.8 0.8 1.6
B 2.882710 -1.591839 -1.417302 0.1 0.6 1.5
O 1.895304 -0.489366 -1.207447 -1.4 0.3 0.3
C 1.971812 0.132598 0.094972 0.7 -1.2 -2.6
C 0.527461 0.632197 0.417988 0.4 0.4 1.2
C -0.615580 -0.424591 0.169903 -0.6 -0.4 -0.2
P -1.838066 -0.267816 1.570690 -0.4 2.4 -0.4
O -1.964074 1.201221 1.894394 0.4 -1.7 0.1
O -3.387382 -0.721433 1.039612 1.8 0.5 1.1
C -4.357157 0.307471 1.392678 -2.1 -0.7 -0.3
C -5.821517 -0.274717 1.087698 1.1 1.0 0.6
O -1.334036 -1.129815 2.899033 -1.1 1.0 -1.5
C -1.392615 -0.367116 4.124469 0.8 -0.2 2.1
C -0.017462 0.389762 4.403462 -0.4 -0.8 -0.3
C 3.075717 1.273221 -0.200061 0.0 1.7 1.2
C 2.595283 2.726840 0.124169 -1.0 2.2 -0.6
C 1.891196 3.453652 -0.963125 0.1 1.1 1.9
C 1.352560 4.799992 -0.786926 0.8 -0.8 1.5
C 1.486601 5.502729 0.498425 1.1 -2.6 -0.3
C 2.216769 4.816667 1.569377 -0.6 -0.8 -2.0
C 2.758644 3.458214 1.378901 -0.3 0.8 -0.7
C 3.520300 2.829034 2.582291 -0.9 0.0 -0.1
H 8.649212 0.661080 3.488962 -0.8 -0.8 -0.3
H 8.073037 -0.918292 2.678164 -0.3 0.8 0.5
H 7.627793 0.718552 2.025192 0.4 -0.8 0.7
H 5.984726 1.244276 3.696884 0.5 -0.8 -0.1
H 6.760851 0.154432 4.895213 -0.6 -0.2 -1.0
H 5.323116 -1.551222 1.604471 -0.6 1.1 0.1
H 5.356672 0.311088 1.792890 -0.5 -1.1 -0.2
H 3.158782 -1.481636 3.068910 0.3 0.8 -0.8
H 2.943854 0.261885 2.721082 0.7 -0.6 -0.3
H 1.008286 -1.932526 2.157755 0.6 -0.5 -0.6
H 1.172875 -2.777452 0.574386 0.7 0.5 0.4
H 2.358015 -3.098735 1.900577 -0.1 1.0 -0.7
H 2.328727 -2.651405 -1.642278 -0.2 -0.2 -0.5
H 3.787634 -1.293740 -2.167925 0.1 0.0 -0.6
H 0.538907 0.973996 1.497869 -0.2 -0.3 -1.1
H 0.226855 1.552991 -0.156358 0.7 -1.0 0.5
H -0.275899 -1.465337 -0.039361 -0.1 0.9 0.3
H -1.183308 -0.094077 -0.748489 0.4 -0.4 1.0
H -4.343948 0.519112 2.493164 0.4 0.2 -1.2
H -4.256680 1.224342 0.764387 0.5 -0.7 0.8
H -5.768260 -1.038873 0.276463 -0.3 0.6 0.8
H -6.436358 0.621479 0.792244 0.4 -1.1 0.1
H -6.220600 -0.658664 2.058447 0.1 -0.1 -1.1
H -1.482679 -1.129250 4.954391 -0.1 0.5 -1.1
H -2.287712 0.293621 4.222391 0.8 -0.4 -0.6
H 0.632075 0.189498 3.509598 -0.5 0.5 0.8
H -0.163657 1.482256 4.580924 0.2 -0.9 -0.3
H 0.494580 -0.106584 5.277795 -0.5 0.7 -0.8
H 4.029545 1.106388 0.361794 -0.9 -0.1 -0.4
H 3.362096 1.283696 -1.287991 -0.6 -0.4 1.1
H 1.760025 2.942549 -1.942482 0.1 0.4 0.9
H 0.819983 5.313887 -1.628100 0.6 -0.7 0.9
H 1.044483 6.514520 0.621868 0.5 -0.9 0.0
H 2.349057 5.304861 2.567291 -0.1 -0.5 -1.0
H 4.202323 2.011231 2.252380 -0.5 0.8 0.3
H 4.069036 3.595599 3.185365 -0.4 -0.6 -0.6
H 2.745256 2.370122 3.265421 0.9 0.4 -0.6
C -2.989885 -2.361236 -1.947056 0.2 -0.1 -0.3
O -3.912284 -2.663677 -2.982726 -0.1 0.5 0.2
C -5.240094 -2.238755 -2.724532 0.2 -0.3 -0.4
C -5.843774 -1.509623 -3.917598 -0.1 0.0 0.0
O -5.266408 -0.245972 -4.231384 0.0 -0.1 -0.1
C -3.918893 -0.226184 -4.697197 0.1 0.2 0.2
C -3.669375 -0.870534 -6.051890 0.1 -0.2 0.2
O -3.860649 -2.278588 -6.017787 -0.4 0.2 -0.2
C -4.648734 -2.789594 -7.071991 0.2 -0.1 0.2
H -2.925232 -3.200456 -1.249419 0.0 0.1 0.2
H -2.008822 -2.209395 -2.403767 0.0 -0.1 0.0
H -3.252679 -1.445327 -1.412209 -0.1 -0.1 0.1
H -5.293860 -1.600267 -1.839175 0.1 0.1 0.0
H -5.831926 -3.143348 -2.533412 -0.3 0.1 0.1
H -6.887912 -1.295924 -3.669134 0.1 0.1 0.1
H -5.877962 -2.145557 -4.802668 0.2 -0.1 0.1
H -3.244308 -0.617138 -3.936201 0.0 -0.3 -0.1
H -3.665586 0.834607 -4.791966 -0.1 0.0 -0.1
H -2.625556 -0.691613 -6.336593 0.0 0.2 0.0
H -4.313866 -0.399767 -6.805058 0.0 -0.1 0.1
H -5.405671 -2.072977 -7.409212 0.1 0.0 0.0
H -5.168653 -3.674194 -6.701107 0.1 -0.1 0.0
H -4.010919 -3.084648 -7.910400 -0.1 0.0 -0.2
```
Positions in Å, forces in eV/Å.

Net charge: -1
LUMO energy, eV: 2.47
HOMO, eV: -4.1
Kohn-Sham gap, eV: 6.61
Calculated total energy, a.u.: -2102.7242

These are the Mulliken partial charges, in e, on atoms 1 to 6:
1 C -0.958
2 C -0.003
3 O -0.453
4 C -0.192
5 C -0.332
6 C 1.726

=====

Record 2
DFT (wB97M-V/def2-TZVPD) results for a 3-piece molecular cluster, C27H51IN2O3P overall.

The geometry in XYZ format:
```
85
Properties=species:S:1:pos:R:3:forces:R:3
C 3.096389 -3.623447 3.667587 0.3 0.3 0.8
C 3.210994 -2.441520 3.420890 -0.3 0.5 -1.2
C 3.285769 -1.025818 2.889223 -0.4 -1.0 2.4
P 3.721142 -0.788909 0.978490 0.7 -1.2 -0.4
C 5.256353 -1.940231 1.312763 0.6 0.4 0.0
C 4.204969 -0.645558 -0.871494 0.7 -0.5 -1.5
C 4.862222 -1.920219 -1.565049 -0.4 0.6 -0.9
C 6.385106 -1.797052 -1.866801 -0.5 -0.9 -0.5
C 2.512701 -2.202345 0.596216 -1.6 -0.9 -0.5
C 1.764637 -2.412998 -0.752676 -0.7 -0.6 -0.3
C 0.785631 -1.356648 -1.326499 -0.4 -0.6 -1.2
C 0.315314 -1.856731 -2.742184 -0.1 -0.4 0.1
C -0.515100 -3.166893 -2.695726 0.1 -0.9 0.3
N 0.281957 -4.368938 -3.089585 0.2 0.3 -0.1
C 4.853224 0.674289 1.640749 1.8 1.4 1.2
C 5.632443 1.694047 0.853434 -1.4 0.5 0.2
O 5.360313 2.823920 0.640223 0.0 -0.1 0.0
I 7.644982 1.169071 0.035866 0.2 -0.4 0.1
C 2.335135 0.562010 0.738216 -1.4 0.0 0.2
C 1.023434 0.512850 1.284741 -0.3 0.0 0.4
C 0.049521 1.501444 1.057773 1.1 0.6 -0.7
C 0.438106 2.594305 0.234334 0.3 -1.5 0.7
C 1.746723 2.521741 -0.289445 -1.3 1.7 -0.4
N 2.640596 1.582911 -0.070910 0.3 -0.3 0.2
H 3.121193 -4.588685 4.147429 -0.1 0.4 -0.5
H 4.054252 -0.584504 3.562552 -0.2 0.0 -0.7
H 2.344338 -0.561525 3.238062 0.3 0.0 -0.4
H 5.128304 -2.979456 0.977353 0.3 0.4 0.0
H 5.583743 -1.968822 2.369729 -0.5 0.0 -0.3
H 6.102535 -1.415062 0.819535 -0.4 -0.7 -0.1
H 3.345280 -0.389485 -1.525866 0.2 -0.1 0.7
H 4.937124 0.135695 -1.151749 -0.4 0.1 0.7
H 4.560333 -2.882865 -1.122808 0.4 0.4 0.1
H 4.421291 -1.959268 -2.592407 0.0 0.0 0.6
H 7.040464 -2.028453 -1.013786 -0.2 0.4 -0.3
H 6.588903 -0.812289 -2.324105 0.1 -0.4 0.5
H 6.612775 -2.542217 -2.663682 0.0 0.3 0.5
H 1.652897 -2.148327 1.305176 0.7 0.1 -0.1
H 2.935029 -3.209220 0.795324 0.1 0.7 0.1
H 2.362110 -2.806954 -1.605308 0.3 0.6 0.6
H 1.099025 -3.292763 -0.548355 0.4 0.5 -0.1
H -0.135284 -1.321770 -0.706894 0.6 0.4 -0.1
H 1.191413 -0.346422 -1.495174 0.0 -0.4 0.5
H 1.203833 -2.071985 -3.377424 -0.4 0.3 0.3
H -0.274716 -1.089774 -3.276369 0.3 -0.2 0.4
H -1.390221 -3.156474 -3.374724 0.4 0.3 0.3
H -0.887593 -3.379927 -1.667276 0.0 0.7 -0.5
H -0.025718 -5.176364 -2.554358 0.0 0.1 -0.1
H 1.258097 -4.227684 -2.839894 -0.2 0.0 0.0
H 4.233962 1.271967 2.348555 0.2 -0.1 -0.7
H 5.649620 0.260007 2.300686 -0.6 -0.2 -0.5
H 0.729674 -0.323684 1.928519 0.2 0.3 -0.3
H -0.951311 1.439135 1.503473 0.4 -0.1 -0.2
H -0.233269 3.432873 0.022401 0.4 -0.3 0.0
H 2.027759 3.371200 -0.938942 0.2 -0.6 0.2
C -4.777635 2.841445 3.591647 0.0 -0.1 0.1
C -4.306619 2.163685 2.315214 -0.2 0.1 0.0
O -3.717031 0.894517 2.527541 0.3 0.0 -0.1
C -4.537861 -0.089705 3.129227 -0.1 0.0 0.0
C -5.790339 -0.410581 2.330831 0.0 0.1 -0.1
H -3.946987 2.955599 4.291249 0.0 0.0 0.0
H -5.187006 3.828245 3.367632 0.0 0.0 0.0
H -5.554577 2.265468 4.096967 -0.1 0.0 0.0
H -3.538464 2.784291 1.850465 0.1 -0.2 0.0
H -5.122583 2.084782 1.588340 0.0 0.0 0.0
H -4.790841 0.203069 4.154729 -0.1 0.0 0.0
H -3.925880 -0.989533 3.207136 0.1 0.1 -0.1
H -6.443819 0.457047 2.227107 0.0 0.0 0.1
H -6.359316 -1.201921 2.822416 0.0 0.0 0.0
H -5.526048 -0.743018 1.325300 0.0 0.0 0.0
C -7.070781 3.156008 -3.335708 0.1 -0.1 -0.1
C -6.583460 3.043265 -1.900460 0.0 0.1 -0.1
O -5.748663 1.924608 -1.668347 -0.1 -0.2 0.2
C -4.546929 1.865455 -2.422306 0.1 0.1 -0.1
C -3.622001 3.047820 -2.192072 -0.1 0.1 0.1
H -7.609426 2.251920 -3.627098 0.0 0.0 0.0
H -7.738285 4.013061 -3.443114 0.0 0.0 0.0
H -6.246053 3.286554 -4.037500 0.0 0.1 0.0
H -7.446153 2.921513 -1.243106 0.1 -0.1 0.1
H -6.081019 3.964493 -1.585198 0.0 0.0 -0.1
H -4.774382 1.746999 -3.487546 0.0 0.1 0.0
H -4.038106 0.952071 -2.111577 -0.2 0.0 0.1
H -4.080488 3.991716 -2.492964 0.0 0.0 -0.1
H -2.701742 2.924861 -2.764731 0.0 0.0 0.0
H -3.365930 3.130096 -1.133873 0.0 -0.1 0.0
```
Positions in Å, forces in eV/Å.

Net charge: -1
LUMO energy, eV: 2.14
HOMO, eV: -4.7
Kohn-Sham gap, eV: 6.80
Calculated total energy, a.u.: -2033.4650

These are the Mulliken partial charges, in e, on atoms 1 to 6:
1 C 0.055
2 C -0.669
3 C -0.905
4 P 3.381
5 C -1.304
6 C -0.648

=====

> Which of these has the lowest LUMO energy?

C27H51IN2O3P

=====

> Which value of LUMO energy does entry 2 give?

2.14 eV

=====

> The lowest Kohn-Sham gap belongs to which entry?

C27H51BO9P